Record 1
DFT (wB97M-V/def2-TZVPD) results for a structure of composition C28H45BrN2P2Zn at a distorted geometry.

Properties
Strongest force on any atom: 3.61 eV Å⁻¹
Charge: +2
LUMO level: -7.93 eV
ΔE to the lowest compared entry with this formula, charge and spin: 318.6 kJ/mol
M: 616.92 g mol⁻¹
Gap between HOMO and LUMO: 3.8 eV
DFT total energy: -6238.7692 hartree

Geometry (Å):
N: 5.39 -2.54 -5.71
C: 4.48 -3.44 -5.31
C: 3.66 -3.28 -4.19
C: 3.72 -2.08 -3.43
C: 4.70 -1.15 -3.85
C: 5.49 -1.45 -4.96
C: 2.71 -1.86 -2.43
Zn: 0.91 -1.04 -0.29
P: -3.72 2.27 0.81
C: 2.31 -0.73 -1.67
C: 1.01 -0.06 -2.23
C: 1.05 1.22 -2.83
C: 0.02 1.67 -3.70
C: -1.13 0.88 -3.81
C: -1.05 -0.49 -3.47
C: -0.08 -0.96 -2.60
Br: -2.90 1.59 -3.81
H: 2.00 -2.67 -2.32
H: 3.09 -0.10 -1.18
H: 2.97 -4.08 -3.93
H: 4.86 -0.19 -3.36
H: 4.39 -4.31 -5.96
H: 6.25 -0.74 -5.29
H: 1.89 1.87 -2.56
H: -0.04 -2.04 -2.37
H: 0.14 2.57 -4.29
H: -1.86 -1.18 -3.71
P: 1.11 0.35 1.77
C: -4.16 1.55 -0.80
C: -5.17 2.44 -1.51
H: -4.48 0.51 -0.65
H: -3.24 1.51 -1.40
H: -5.61 1.93 -2.37
H: -6.00 2.75 -0.88
H: -4.73 3.36 -1.89
C: -2.21 3.19 0.31
C: -2.35 4.65 0.74
H: -2.10 3.11 -0.79
H: -1.36 2.66 0.77
H: -1.52 5.22 0.33
H: -3.28 5.10 0.36
H: -2.33 4.73 1.83
C: -3.19 1.04 2.09
C: -4.25 0.81 3.18
H: -2.26 1.46 2.48
H: -2.96 0.11 1.56
H: -3.80 0.27 4.02
H: -4.68 1.74 3.57
H: -5.05 0.18 2.79
C: 0.59 0.01 3.48
C: 1.72 -0.05 4.52
H: 0.03 -0.93 3.44
H: -0.13 0.78 3.81
H: 2.27 -1.01 4.49
H: 2.45 0.76 4.38
H: 1.32 0.07 5.55
C: 1.32 2.17 2.01
C: 2.08 2.94 0.93
H: 1.81 2.35 2.99
H: 0.28 2.55 2.11
H: 3.17 2.76 1.04
H: 1.79 2.66 -0.10
H: 1.92 4.02 1.06
C: 2.86 -0.31 1.77
C: 2.82 -1.84 1.97
H: 3.48 0.20 2.53
H: 3.28 -0.08 0.77
H: 3.53 -2.33 1.27
H: 3.09 -2.14 2.99
H: 1.83 -2.29 1.75
C: -3.07 -4.30 2.45
C: -1.49 -4.26 2.40
C: -0.79 -3.32 1.50
N: -0.15 -2.65 0.75
H: -3.43 -3.57 3.18
H: -3.47 -5.28 2.75
H: -3.54 -4.01 1.52
H: -1.15 -3.99 3.41
H: -1.03 -5.23 2.22

These are the Mulliken partial charges, in e, on atoms 1 to 8:
1. N -0.472
2. C -0.404
3. C -0.423
4. C 0.510
5. C -0.256
6. C -0.411
7. C -0.068
8. Zn -0.596


Record 2
DFT (wB97M-V/def2-TZVPD) results for a cluster of 4 separate species, C28H45ClFN2O15S4 in total at a distorted geometry.

Properties
Strongest force on any atom: 5.29 eV Å⁻¹
Charge: +1
LUMO level: -5.00 eV
ΔE to the lowest compared entry with this formula, charge and spin: 0.0 kJ/mol
M: 832.39 g mol⁻¹
Gap between HOMO and LUMO: 5.4 eV
DFT total energy: -4484.2066 hartree

Geometry (Å):
C: -0.99 1.46 6.89
C: 0.41 2.04 6.37
O: 1.44 1.36 6.65
O: 0.45 3.29 5.65
C: 1.04 2.92 4.35
C: 0.04 3.54 3.23
C: 0.82 4.17 1.98
C: 0.88 3.24 0.67
C: 0.85 1.66 0.99
N: -0.29 0.93 0.58
N: -0.29 -0.38 0.81
C: -1.53 -1.11 0.31
C: -2.49 -1.62 1.49
C: -3.47 -0.51 2.10
C: -4.28 -1.25 3.31
C: -4.43 0.21 1.03
C: -5.88 0.61 1.57
C: -5.90 1.62 2.81
C: -6.10 3.02 2.77
C: -6.65 3.70 4.14
C: -5.76 3.85 1.45
C: 0.69 -1.22 1.42
S: 0.60 -3.05 1.63
C: 2.01 -0.52 1.95
Cl: 3.32 -1.49 2.79
C: 2.12 1.03 1.72
C: 3.40 1.87 2.16
C: 4.60 1.62 1.12
O: 4.74 2.37 0.14
F: 5.49 0.52 1.42
H: -0.81 0.53 7.54
H: -1.66 1.16 6.02
H: -1.48 2.24 7.57
H: 1.04 1.79 4.18
H: 2.07 3.40 4.28
H: -0.49 4.42 3.76
H: -0.79 2.82 2.92
H: 0.23 5.11 1.67
H: 1.86 4.57 2.28
H: 1.87 3.41 0.09
H: 0.01 3.49 -0.05
H: -1.18 -1.98 -0.35
H: -2.16 -0.42 -0.36
H: -1.95 -2.12 2.37
H: -3.15 -2.45 1.03
H: -2.85 0.32 2.60
H: -3.64 -2.12 3.71
H: -4.43 -0.52 4.17
H: -5.25 -1.70 2.89
H: -3.91 1.13 0.55
H: -4.60 -0.52 0.14
H: -6.51 -0.32 1.83
H: -6.45 1.11 0.69
H: -5.77 1.14 3.86
H: -5.79 3.64 4.92
H: -7.04 4.76 3.99
H: -7.49 3.03 4.57
H: -5.59 4.94 1.76
H: -6.61 3.70 0.71
H: -4.79 3.43 0.99
H: 0.03 -3.30 2.90
H: 3.76 1.41 3.16
H: 3.21 2.97 2.37
C: 0.50 -7.22 -2.42
C: 1.49 -6.12 -2.07
O: 0.74 -5.18 -1.29
S: -0.38 -5.99 -0.44
O: 0.13 -6.21 0.89
O: -1.66 -5.38 -0.69
O: -0.30 -7.39 -1.25
H: -0.15 -6.92 -3.24
H: 1.00 -8.16 -2.68
H: 1.90 -5.64 -2.96
H: 2.30 -6.50 -1.45
C: 3.37 -2.17 -5.39
C: 2.30 -1.87 -4.35
O: 1.07 -2.22 -4.97
S: 1.32 -3.47 -5.98
O: 0.97 -4.68 -5.29
O: 0.80 -3.13 -7.27
O: 2.94 -3.38 -6.03
H: 3.42 -1.39 -6.15
H: 4.35 -2.31 -4.94
H: 2.30 -0.81 -4.06
H: 2.42 -2.49 -3.46
C: 6.92 1.05 -8.15
C: 6.43 2.36 -7.55
O: 5.05 2.43 -7.92
S: 4.44 0.92 -7.97
O: 3.78 0.66 -6.73
O: 3.80 0.74 -9.24
O: 5.85 0.12 -7.97
H: 7.12 1.15 -9.22
H: 7.82 0.69 -7.65
H: 6.97 3.22 -7.94
H: 6.49 2.35 -6.46

These are the Mulliken partial charges, in e, on atoms 1 to 8:
1. C -0.688
2. C 0.664
3. O -0.535
4. O -0.422
5. C 0.117
6. C -0.381
7. C -0.704
8. C -0.713


Record 3
DFT (wB97M-V/def2-TZVPD) results for a structure of composition C28H45GeN2RuS5Si3.

Properties
Strongest force on any atom: 0.90 eV Å⁻¹
Charge: +1
LUMO level (alpha / beta): -2.91 / -4.71 eV
ΔE to the lowest compared entry with this formula, charge and spin: 0.0 kJ/mol
M: 827.96 g mol⁻¹
Spin multiplicity: 5
Gap between HOMO and LUMO (alpha / beta): 6.7 / 6.4 eV
DFT total energy: -6234.5987 hartree

Geometry (Å):
Ru: -1.47 -0.42 1.43
S: -2.35 1.05 -0.07
C: -1.81 0.46 -1.63
N: -2.27 1.06 -2.75
C: -1.93 0.48 -4.04
C: -0.50 0.00 -4.02
N: -0.30 -0.90 -2.90
C: 0.55 -2.07 -3.14
C: -0.14 -3.06 -4.05
C: 0.43 -3.43 -5.26
C: -0.20 -4.35 -6.09
C: -1.42 -4.90 -5.70
C: -1.99 -4.53 -4.49
C: -1.36 -3.62 -3.67
C: -0.91 -0.62 -1.73
S: -0.56 -1.62 -0.32
C: -3.15 2.23 -2.77
C: -2.42 3.44 -3.32
C: -3.01 4.22 -4.31
C: -2.35 5.34 -4.79
C: -1.10 5.68 -4.30
C: -0.51 4.90 -3.31
C: -1.17 3.78 -2.82
H: -2.05 1.25 -4.80
H: -2.61 -0.35 -4.27
H: 0.19 0.85 -3.93
H: -0.28 -0.54 -4.94
H: 0.79 -2.52 -2.18
H: 1.48 -1.72 -3.59
H: 1.38 -3.00 -5.56
H: 0.25 -4.63 -7.03
H: -1.91 -5.61 -6.35
H: -2.94 -4.97 -4.19
H: -1.80 -3.35 -2.72
H: -3.51 2.42 -1.77
H: -4.01 1.99 -3.39
H: -3.98 3.95 -4.70
H: -2.81 5.95 -5.56
H: -0.58 6.55 -4.68
H: 0.47 5.16 -2.92
H: -0.72 3.17 -2.05
S: -3.18 -1.92 5.27
C: -2.50 -1.26 3.98
S: -1.14 -2.07 3.05
S: -2.89 0.19 3.11
C: 0.59 -1.89 6.21
Si: 0.67 -0.17 5.49
C: 2.26 0.66 6.04
C: -0.74 0.92 6.07
Ge: 0.62 -0.54 3.09
Si: 2.43 -1.92 2.30
C: 3.84 -1.86 3.53
C: 1.77 -3.66 2.14
C: 3.07 -1.30 0.65
Si: 0.82 1.67 1.94
C: 2.47 1.95 2.78
C: -0.43 2.95 2.46
C: 1.16 1.66 0.10
H: 0.71 -1.82 7.30
H: 1.40 -2.52 5.83
H: -0.35 -2.39 6.01
H: 2.39 0.44 7.10
H: 2.21 1.74 5.94
H: 3.16 0.30 5.52
H: -0.65 1.05 7.15
H: -1.73 0.51 5.87
H: -0.68 1.91 5.61
H: 3.56 -2.21 4.52
H: 4.26 -0.85 3.62
H: 4.64 -2.51 3.16
H: 1.39 -4.04 3.09
H: 2.59 -4.32 1.82
H: 0.97 -3.74 1.40
H: 3.60 -0.35 0.76
H: 2.29 -1.18 -0.10
H: 3.79 -2.03 0.27
H: 2.42 2.09 3.86
H: 2.87 2.87 2.34
H: 3.18 1.15 2.57
H: -0.39 3.11 3.54
H: -1.45 2.70 2.18
H: -0.17 3.90 1.97
H: 2.21 1.40 -0.07
H: 1.01 2.68 -0.27
H: 0.54 0.99 -0.48

These are the Mulliken partial charges, in e, on atoms 1 to 8:
1. Ru -0.729
2. S -0.335
3. C 1.064
4. N 0.181
5. C -0.775
6. C -0.812
7. N 0.122
8. C -1.144


Record 4
DFT (wB97M-V/def2-TZVPD) results for a cluster of 15 separate species, C28H46Br2Cl30O4 in total at a distorted geometry.

Properties
Strongest force on any atom: 2.98 eV Å⁻¹
LUMO level: 0.11 eV
M: 1670.07 g mol⁻¹
Gap between HOMO and LUMO: 9.4 eV
DFT total energy: -20349.0221 hartree

Geometry (Å):
C: -2.75 4.03 0.13
Cl: -1.23 3.23 0.53
Cl: -2.80 5.77 0.53
Cl: -4.13 3.17 0.89
H: -2.91 3.95 -0.94
C: 5.12 -3.86 -3.72
Cl: 5.44 -3.08 -5.30
Cl: 4.45 -5.48 -3.95
Cl: 4.03 -2.88 -2.75
H: 5.98 -3.79 -3.06
C: 0.79 -1.06 6.63
Cl: 0.62 -1.92 5.12
Cl: -0.79 -0.49 7.14
Cl: 1.87 0.27 6.47
H: 1.17 -1.72 7.41
C: -4.44 -4.38 1.17
Cl: -5.33 -3.02 1.85
Cl: -2.99 -3.61 0.34
Cl: -5.48 -5.16 0.02
H: -4.05 -5.07 1.91
C: -0.77 -3.17 -3.70
Cl: -1.38 -4.57 -4.70
Cl: 0.19 -2.00 -4.58
Cl: 0.03 -3.76 -2.19
H: -1.62 -2.66 -3.24
C: 4.60 -3.46 1.67
Cl: 3.12 -4.13 0.95
Cl: 4.52 -1.73 1.36
Cl: 6.09 -3.95 0.81
H: 4.71 -3.72 2.72
C: -2.03 2.16 -3.29
Cl: -3.55 1.72 -2.52
Cl: -2.34 3.78 -3.94
Cl: -1.58 1.15 -4.72
H: -1.26 2.27 -2.52
C: 0.56 4.47 4.69
Cl: -0.75 5.42 3.97
Cl: 1.12 3.29 3.37
Cl: -0.05 3.56 6.14
H: 1.26 5.19 5.12
C: -3.74 0.28 5.04
Cl: -4.47 1.20 3.69
Cl: -2.56 -0.92 4.41
Cl: -4.96 -0.27 6.19
H: -3.06 1.00 5.49
C: 0.62 -0.16 0.33
Cl: -0.88 0.00 -0.64
Cl: 1.96 -0.40 -0.80
Cl: 0.40 -1.47 1.47
H: 0.70 0.81 0.82
C: 4.97 2.93 1.50
C: 5.13 3.78 0.19
C: 5.21 2.71 -0.87
O: 3.99 2.09 -0.46
C: 4.09 1.75 0.95
H: 4.51 3.34 2.40
H: 5.85 2.37 1.80
H: 6.04 4.34 0.41
H: 4.28 4.45 0.03
H: 6.08 2.05 -0.85
H: 5.19 3.02 -1.91
H: 4.47 0.74 1.07
H: 3.05 1.81 1.25
C: -5.29 -2.65 -3.41
C: -5.08 -1.58 -4.54
C: -5.95 -0.47 -3.99
O: -5.84 -0.47 -2.59
C: -5.14 -1.71 -2.21
H: -4.80 -3.62 -3.45
H: -6.29 -3.01 -3.60
H: -5.42 -1.89 -5.53
H: -4.04 -1.26 -4.57
H: -6.99 -0.69 -4.23
H: -5.58 0.44 -4.46
H: -5.58 -1.98 -1.25
H: -4.12 -1.39 -2.00
C: -0.35 6.40 -2.08
C: 0.43 6.91 -0.87
C: 1.23 5.66 -0.54
O: 1.72 5.32 -1.83
C: 0.73 5.57 -2.85
H: -0.70 7.22 -2.71
H: -1.14 5.77 -1.66
H: -0.32 7.20 -0.14
H: 1.12 7.69 -1.16
H: 0.61 4.89 -0.07
H: 2.05 5.89 0.14
H: 0.26 4.65 -3.21
H: 1.12 6.23 -3.62
C: -0.99 -6.83 4.70
C: -0.49 -5.43 4.63
C: -0.97 -4.97 3.24
O: -2.34 -5.49 3.36
C: -2.39 -6.64 4.18
H: -0.98 -7.20 5.73
H: -0.34 -7.53 4.17
H: 0.60 -5.35 4.71
H: -0.96 -4.82 5.40
H: -0.48 -5.34 2.35
H: -1.16 -3.91 3.08
H: -2.53 -7.59 3.66
H: -3.21 -6.37 4.85
Br: 5.79 0.34 -5.01
C: 3.81 0.46 -4.86
C: 3.47 1.60 -3.91
Br: 1.57 1.79 -3.63
H: 3.48 -0.44 -4.35
H: 3.39 0.47 -5.87
H: 3.87 2.53 -4.32
H: 3.96 1.41 -2.96

These are the Mulliken partial charges, in e, on atoms 1 to 8:
1. C 0.166
2. Cl 0.146
3. Cl -0.144
4. Cl -0.093
5. H -0.117
6. C -0.048
7. Cl -0.121
8. Cl -0.127


Record 5
DFT (wB97M-V/def2-TZVPD) results for a structure of composition C28H46Br2F4NO12 at a distorted geometry.

Properties
Strongest force on any atom: 1.18 eV Å⁻¹
Charge: +1
LUMO level: -2.29 eV
ΔE to the lowest compared entry with this formula, charge and spin: 0.0 kJ/mol
M: 824.47 g mol⁻¹
Gap between HOMO and LUMO: 9.4 eV
DFT total energy: -7599.4212 hartree

Geometry (Å):
C: 6.35 -2.74 2.98
C: 6.41 -1.43 2.16
C: 5.05 -0.76 1.95
C: 5.21 0.69 1.50
C: 3.86 1.32 1.11
C: 3.07 1.78 2.35
C: 1.57 1.42 2.32
C: 1.01 1.08 3.71
C: -0.50 1.41 3.84
C: -1.37 0.20 4.25
C: -2.03 -0.42 3.01
C: -3.19 -1.36 3.33
C: -3.54 -2.24 2.14
N: -4.12 -1.41 1.02
C: -3.56 -1.60 -0.37
Br: -4.65 -0.39 -1.40
C: -2.07 -1.25 -0.46
C: -1.18 -2.48 -0.18
Br: -1.66 -0.60 -2.27
H: 6.68 -3.58 2.38
H: 5.34 -2.93 3.33
H: 7.02 -2.68 3.84
H: 6.85 -1.64 1.18
H: 7.05 -0.72 2.68
H: 4.48 -0.77 2.89
H: 4.46 -1.29 1.19
H: 5.63 1.25 2.34
H: 5.92 0.73 0.68
H: 3.29 0.56 0.58
H: 4.03 2.17 0.45
H: 3.49 1.34 3.26
H: 3.17 2.86 2.43
H: 1.46 0.56 1.64
H: 1.01 2.25 1.88
H: 1.18 0.02 3.89
H: 1.56 1.70 4.42
H: -0.67 2.24 4.53
H: -0.83 1.75 2.86
H: -0.70 -0.55 4.65
H: -2.12 0.50 4.98
H: -2.41 0.40 2.40
H: -1.26 -0.91 2.41
H: -2.95 -2.01 4.17
H: -4.07 -0.76 3.55
H: -4.31 -2.96 2.42
H: -2.69 -2.81 1.79
H: -5.11 -1.63 0.95
H: -4.07 -0.40 1.23
H: -3.78 -2.60 -0.73
H: -1.83 -0.40 0.17
H: -0.60 -2.76 -1.05
H: -1.77 -3.35 0.11
H: -0.48 -2.26 0.63
C: -3.81 5.17 3.67
C: -4.58 4.65 4.86
O: -5.06 3.40 4.37
C: -4.18 2.96 3.44
O: -4.15 1.83 3.05
O: -3.36 3.95 3.05
F: -5.63 5.43 5.17
H: -4.46 5.71 2.98
H: -2.97 5.80 3.94
H: -3.99 4.48 5.75
C: 2.33 -2.99 -5.32
C: 3.35 -2.12 -4.62
O: 2.55 -1.38 -3.72
C: 1.46 -2.14 -3.43
O: 0.71 -1.93 -2.53
O: 1.34 -3.16 -4.30
F: 3.98 -1.27 -5.47
H: 1.89 -2.47 -6.18
H: 2.72 -3.95 -5.65
H: 4.11 -2.67 -4.06
C: -3.65 5.51 -1.04
C: -4.38 5.00 0.19
O: -4.87 3.75 -0.25
C: -4.02 3.29 -1.21
O: -3.98 2.16 -1.56
O: -3.22 4.29 -1.65
F: -5.42 5.80 0.54
H: -4.33 6.04 -1.70
H: -2.80 6.15 -0.81
H: -3.75 4.83 1.06
C: 2.96 -3.68 -9.00
C: 1.92 -3.12 -9.95
O: 1.07 -4.23 -10.15
C: 1.13 -5.01 -9.04
O: 0.37 -5.87 -8.76
O: 2.20 -4.65 -8.27
F: 2.47 -2.75 -11.13
H: 3.77 -4.17 -9.53
H: 3.37 -2.93 -8.33
H: 1.34 -2.28 -9.56

These are the Mulliken partial charges, in e, on atoms 1 to 8:
1. C -1.089
2. C -0.466
3. C -0.362
4. C -1.021
5. C -0.674
6. C -0.867
7. C -0.254
8. C -0.832